DFT (ωB97M-V/def2-TZVPD) results for C38H53IrN4O4S4SbTe as an isolated structure at a distorted geometry.

Last column: Löwdin spin population.
Atoms and positions in Å:
1 Ir 1.81 1.89 1.73  2.0325
2 O -1.25 7.06 -0.34  0.0066
3 C -1.04 5.87 -0.14  0.0097
4 S -0.68 4.54 -1.40  0.0139
5 C -0.17 3.44 -0.18  0.0636
6 C -0.49 3.75 1.18  0.0707
7 S 0.01 2.89 2.56  0.2646
8 S -1.21 5.25 1.49  0.0216
9 S 0.82 2.01 -0.29  0.2912
10 N 3.55 2.80 2.47  0.1179
11 C 4.63 2.62 2.92  0.0785
12 N 5.72 2.37 3.62  0.0330
13 C 6.85 2.10 3.02  0.0063
14 N 7.91 1.95 2.53  0.0102
15 O -0.54 -1.63 -0.77  0.0012
16 C 0.55 -1.48 -0.26  0.0018
17 O 1.72 -1.63 -0.98  0.0021
18 H 0.73 -1.10 0.75  0.0013
19 C 2.38 -1.37 3.95  0.0330
20 C 2.71 -0.52 2.73  0.1447
21 O 3.50 -0.81 1.78  0.1413
22 N 1.69 0.38 2.62  0.5962
23 Te -2.77 -1.50 1.22  0.0015
24 C -4.04 -0.93 2.89  0.0001
25 C -4.00 -1.71 4.04  0.0000
26 C -3.34 -3.06 4.05  0.0000
27 C -4.60 -1.27 5.24  0.0000
28 C -5.20 -0.01 5.31  0.0000
29 C -5.69 0.60 6.60  0.0000
30 C -5.36 0.73 4.10  0.0001
31 C -4.79 0.31 2.93  0.0001
32 C -4.85 1.24 1.74  0.0002
33 C -4.37 -1.62 -0.23  0.0001
34 C -4.33 -0.80 -1.35  0.0001
35 C -3.20 0.17 -1.64  0.0005
36 C -5.34 -0.92 -2.32  0.0000
37 C -6.34 -1.88 -2.18  0.0000
38 C -7.40 -1.99 -3.15  0.0000
39 C -6.37 -2.70 -1.04  0.0000
40 C -5.43 -2.58 -0.06  0.0000
41 C -5.49 -3.49 1.09  0.0000
42 H 2.51 -2.43 3.75  0.0060
43 H 1.31 -1.20 4.27  0.0064
44 H 3.01 -1.19 4.85  0.0040
45 H -3.21 -3.45 2.98  0.0000
46 H -3.85 -3.87 4.52  0.0000
47 H -2.32 -2.96 4.46  0.0000
48 H -4.54 -1.96 6.12  0.0000
49 H -6.81 0.51 6.69  0.0000
50 H -5.48 1.71 6.61  0.0000
51 H -5.26 0.13 7.44  0.0000
52 H -5.84 1.73 4.09  0.0000
53 H -5.40 2.12 2.00  0.0000
54 H -5.31 0.74 0.87  0.0000
55 H -3.85 1.54 1.43  0.0003
56 H -2.99 0.66 -0.66  0.0003
57 H -3.62 0.94 -2.29  0.0000
58 H -2.25 -0.28 -1.95  0.0002
59 H -5.27 -0.20 -3.17  0.0000
60 H -8.28 -1.46 -2.84  0.0000
61 H -7.74 -3.05 -3.15  0.0000
62 H -7.07 -1.68 -4.16  0.0000
63 H -7.27 -3.34 -0.93  0.0000
64 H -6.18 -4.32 0.94  0.0000
65 H -5.79 -3.01 2.08  0.0000
66 H -4.59 -4.06 1.24  0.0000
67 C 5.49 -2.38 -2.68  0.0002
68 C 4.88 -1.95 -1.36  0.0015
69 C 4.31 -3.00 -0.46  0.0008
70 C 5.82 -1.01 -0.65  0.0007
71 Sb 3.03 -0.47 -1.96  0.0075
72 C 4.69 3.47 -1.90  0.5581
73 C 4.56 3.40 -0.45  0.1023
74 C 3.64 4.17 -2.66  0.0863
75 C 5.83 2.89 -2.62  0.0951
76 C 2.28 -0.62 -4.12  0.0031
77 C 2.13 -2.14 -4.22  0.0002
78 C 3.28 0.14 -5.00  0.0006
79 C 0.99 0.20 -4.17  0.0021
80 H 6.49 -2.86 -2.49  0.0001
81 H 5.57 -1.46 -3.30  0.0001
82 H 4.89 -3.17 -3.21  0.0000
83 H 5.04 -3.49 0.21  0.0001
84 H 3.76 -3.74 -1.02  0.0000
85 H 3.61 -2.57 0.28  0.0005
86 H 6.73 -1.59 -0.36  0.0001
87 H 5.43 -0.68 0.33  0.0003
88 H 6.12 -0.14 -1.22  0.0006
89 H 3.55 3.29 -0.14  0.0255
90 H 4.90 4.40 -0.12  0.0394
91 H 5.27 2.66 -0.07  0.0029
92 H 3.04 4.81 -1.92  0.0047
93 H 2.96 3.48 -3.16  0.0294
94 H 4.18 4.76 -3.44  0.0183
95 H 6.23 2.01 -2.10  0.0078
96 H 6.70 3.60 -2.61  0.0374
97 H 5.68 2.54 -3.69  0.0091
98 H 3.09 -2.64 -4.18  0.0000
99 H 1.66 -2.34 -5.22  0.0002
100 H 1.50 -2.55 -3.41  0.0000
101 H 4.24 -0.37 -5.19  0.0001
102 H 3.59 1.08 -4.45  0.0005
103 H 2.81 0.43 -5.99  0.0001
104 H 0.30 0.09 -3.29  0.0012
105 H 0.38 -0.16 -5.05  0.0001
106 H 1.16 1.31 -4.33  0.0010

The HOMO-LUMO gap (spin up / spin down) is 4.25 / 4.96 eV. The value obtained for the calculated total energy is -114421.303 eV. The net charge is -2. The spin multiplicity is 6. The energy above the lowest of the compared OMol25 structures with the same formula, charge and spin is 43.6 kcal per mole. Its expectation value of S² is 8.7723.

---

DFT (ωB97M-V/def2-TZVPD) results for C38H53N2PSTc as an isolated structure.

Last column: Löwdin spin population.
Atoms and positions in Å:
1 Tc -0.07 0.27 0.36  2.6681
2 C 2.49 -0.14 4.68  0.0010
3 C 1.68 -1.22 3.99  0.0048
4 C 2.16 -2.61 4.43  0.0034
5 C 1.71 -1.15 2.47  0.0556
6 C 2.60 -0.35 1.78  0.0649
7 C 2.67 -0.35 0.37  0.0149
8 C 3.79 0.45 -0.27  0.0012
9 C 5.09 -0.35 -0.18  0.0006
10 C 4.00 1.83 0.37  0.0003
11 C 1.83 -1.21 -0.37  0.0225
12 C 0.95 -2.09 0.34  0.0197
13 C 0.86 -1.97 1.73  0.0384
14 C 0.23 -3.22 -0.36  0.0029
15 C -1.13 -3.57 0.27  0.0008
16 C 1.13 -4.46 -0.34  0.0014
17 C 1.97 -1.31 -1.86  0.0020
18 C 2.98 -2.13 -2.35  0.0001
19 C 3.21 -2.25 -3.71  0.0003
20 C 2.44 -1.54 -4.61  0.0004
21 C 1.42 -0.72 -4.14  0.0013
22 C 1.17 -0.60 -2.77  0.0068
23 P -0.20 0.46 -2.17  0.0466
24 C 0.22 2.23 -2.65  0.0106
25 C -0.77 3.18 -1.98  0.0110
26 C 0.28 2.53 -4.15  0.0015
27 C 1.62 2.47 -2.07  0.0157
28 C -1.82 -0.16 -2.91  0.0054
29 C -2.97 0.72 -2.40  0.0004
30 C -2.01 -1.59 -2.40  0.0037
31 C -1.86 -0.21 -4.44  0.0015
32 H 2.32 -0.18 5.75  0.0000
33 H 2.25 0.87 4.33  0.0003
34 H 3.56 -0.30 4.52  0.0001
35 H 0.63 -1.14 4.30  0.0011
36 H 3.20 -2.77 4.11  0.0001
37 H 1.55 -3.41 4.01  0.0002
38 H 2.13 -2.69 5.51  0.0005
39 H 3.28 0.29 2.32  0.0023
40 H 3.55 0.58 -1.33  0.0001
41 H 5.35 -0.55 0.86  0.0003
42 H 5.91 0.22 -0.62  0.0000
43 H 5.03 -1.30 -0.70  0.0000
44 H 4.54 1.74 1.32  0.0000
45 H 3.07 2.35 0.57  0.0003
46 H 4.61 2.45 -0.28  0.0000
47 H 0.15 -2.61 2.25  0.0005
48 H 0.08 -2.94 -1.40  0.0003
49 H -1.01 -4.11 1.20  0.0001
50 H -1.68 -4.22 -0.41  0.0000
51 H -1.73 -2.68 0.46  0.0015
52 H 1.37 -4.75 0.69  0.0003
53 H 2.07 -4.29 -0.87  0.0001
54 H 0.62 -5.30 -0.81  0.0002
55 H 3.60 -2.68 -1.65  0.0002
56 H 4.00 -2.90 -4.07  0.0000
57 H 2.62 -1.61 -5.67  0.0001
58 H 0.83 -0.17 -4.85  0.0002
59 H -1.75 3.15 -2.45  0.0003
60 H -0.40 4.20 -2.08  0.0003
61 H -0.90 2.97 -0.92  0.0083
62 H -0.67 2.41 -4.65  0.0001
63 H 1.04 1.93 -4.66  0.0001
64 H 0.57 3.58 -4.27  0.0009
65 H 1.69 2.16 -1.03  0.0118
66 H 1.86 3.53 -2.13  0.0005
67 H 2.37 1.92 -2.64  0.0004
68 H -2.79 1.15 -1.41  0.0002
69 H -3.87 0.12 -2.33  0.0000
70 H -3.18 1.54 -3.09  0.0001
71 H -2.05 -1.64 -1.31  0.0026
72 H -1.23 -2.26 -2.78  0.0000
73 H -2.96 -1.96 -2.78  0.0001
74 H -1.72 0.76 -4.90  0.0001
75 H -2.86 -0.56 -4.72  0.0005
76 H -1.15 -0.93 -4.85  0.0000
77 S -0.06 3.10 4.06  0.0131
78 C 0.44 3.97 2.67  0.0000
79 C 0.53 3.14 1.61  0.0162
80 N 0.21 1.82 1.88  0.0496
81 C -0.12 1.68 3.15  0.0170
82 H 0.64 5.02 2.70  0.0000
83 H 0.82 3.43 0.61  0.0027
84 H -0.42 0.73 3.57  0.0010
85 N -1.75 0.06 0.77  -0.0255
86 C -2.95 0.64 1.05  0.0244
87 C -4.03 -0.22 1.35  -0.0496
88 C -5.27 0.31 1.62  0.0048
89 C -5.45 1.69 1.61  -0.0647
90 C -4.39 2.55 1.33  0.0046
91 C -3.14 2.03 1.04  -0.0346
92 H -3.85 -1.29 1.36  -0.0009
93 H -6.10 -0.34 1.84  0.0013
94 H -6.43 2.11 1.83  -0.0032
95 H -4.54 3.62 1.34  0.0018
96 H -2.31 2.68 0.81  -0.0006

The HOMO-LUMO gap (spin up / spin down) is 6.81 / 7.64 eV. The value obtained for the calculated total energy is -65556.109 eV. The net charge is +2. The spin multiplicity is 4. The energy above the lowest of the compared OMol25 structures with the same formula, charge and spin is 0.0 kcal per mole. Its expectation value of S² is 3.9320.

---

DFT (ωB97M-V/def2-TZVPD) results for C38H53N6Se2Si3Ti as an isolated structure at a distorted geometry.

Last column: Mulliken charge in e.
Atoms and positions in Å:
1 Ti 1.43 0.04 0.16  -0.4459
2 N 0.17 -4.41 -2.83  0.1157
3 C 0.97 -3.51 -2.23  -0.5977
4 N 0.66 -2.28 -1.96  0.1302
5 C -0.60 -1.85 -2.34  -0.4299
6 N -1.00 -0.64 -2.15  -1.1692
7 N -0.08 0.21 -1.57  1.5072
8 C -0.28 1.42 -1.94  -0.7782
9 C 0.64 2.49 -1.57  0.4476
10 C 0.48 3.77 -2.05  -1.0515
11 C 1.48 4.70 -1.81  -0.6305
12 C 2.61 4.30 -1.11  -1.3447
13 C 2.67 3.00 -0.64  -0.5456
14 N 1.70 2.11 -0.84  0.9381
15 C -1.53 -2.76 -3.00  1.1677
16 C -2.82 -2.38 -3.39  -0.3655
17 C -3.65 -3.30 -3.99  -0.8696
18 C -3.22 -4.60 -4.22  -0.4181
19 C -1.95 -5.00 -3.84  -0.9527
20 C -1.12 -4.07 -3.23  0.0638
21 H 0.52 -5.33 -2.99  0.2783
22 H 1.95 -3.88 -1.97  0.5419
23 H -1.10 1.64 -2.62  0.4059
24 H -0.40 4.03 -2.62  0.5328
25 H 1.39 5.72 -2.17  0.4910
26 H 3.43 4.98 -0.92  0.5200
27 H 3.52 2.65 -0.07  0.6428
28 H -3.14 -1.37 -3.20  0.4855
29 H -4.65 -3.00 -4.29  0.4301
30 H -3.88 -5.32 -4.70  0.4189
31 H -1.61 -6.01 -4.02  0.4046
32 C -1.40 -1.26 3.59  -1.2460
33 Si -0.59 -2.22 2.18  0.4954
34 C -1.84 -2.25 0.78  -0.8134
35 C -0.64 -3.98 2.82  -1.4313
36 C 1.14 -1.51 1.68  3.3717
37 C 1.63 -0.50 2.66  -1.9483
38 C 1.53 -0.50 4.05  -1.0434
39 C 2.18 0.47 4.77  -1.2072
40 C 2.94 1.44 4.11  -1.1767
41 C 2.98 1.41 2.74  -0.7151
42 N 2.33 0.47 2.04  1.8856
43 Si 2.67 -2.73 1.83  0.5580
44 C 3.16 -3.83 0.39  -0.9151
45 C 2.50 -3.93 3.27  -1.4619
46 C 4.22 -1.80 2.34  -0.3751
47 H -2.48 -1.42 3.47  0.4265
48 H -1.22 -0.19 3.61  0.3376
49 H -1.13 -1.69 4.56  0.4091
50 H -2.77 -2.62 1.22  0.5843
51 H -1.56 -2.94 -0.01  0.1060
52 H -2.04 -1.27 0.36  0.1044
53 H -1.68 -4.12 3.12  0.4009
54 H -0.03 -4.15 3.71  0.4229
55 H -0.41 -4.75 2.08  0.3058
56 H 0.97 -1.28 4.55  0.6343
57 H 2.13 0.47 5.85  0.5010
58 H 3.49 2.19 4.65  0.5857
59 H 3.53 2.15 2.18  0.5710
60 H 2.59 -4.77 0.39  0.4230
61 H 4.20 -4.09 0.57  0.4653
62 H 3.13 -3.35 -0.58  -0.1217
63 H 1.81 -4.76 3.12  0.3806
64 H 2.26 -3.45 4.22  0.3275
65 H 3.51 -4.36 3.38  0.4050
66 H 4.56 -1.05 1.62  -0.8658
67 H 5.01 -2.55 2.42  0.7023
68 H 4.12 -1.33 3.32  0.2754
69 C -2.60 7.25 1.73  -1.5738
70 C -2.10 5.84 1.62  0.6654
71 C -0.80 5.50 1.91  -1.0687
72 C -0.33 4.18 1.82  0.8482
73 C 1.08 3.91 2.24  -0.9970
74 C -1.20 3.18 1.40  0.3314
75 Se -0.77 1.30 1.24  0.4848
76 C -2.54 3.50 1.10  0.4840
77 C -3.55 2.46 0.67  -1.6855
78 C -2.96 4.82 1.22  -0.9325
79 H -1.80 7.93 2.04  0.3409
80 H -3.40 7.33 2.46  0.3485
81 H -2.99 7.61 0.78  0.3506
82 H -0.11 6.27 2.25  0.3497
83 H 1.17 3.96 3.33  0.5298
84 H 1.77 4.64 1.82  0.4045
85 H 1.37 2.91 1.93  -0.8097
86 H -3.20 1.89 -0.18  0.2099
87 H -4.49 2.94 0.42  0.4395
88 H -3.73 1.74 1.47  0.3067
89 H -3.99 5.05 0.99  0.4002
90 C 6.67 -1.10 -0.92  -1.2396
91 Si 5.56 0.39 -0.79  0.8059
92 C 5.79 1.52 -2.26  -1.1333
93 C 5.93 1.30 0.80  -1.1466
94 Se 3.44 -0.53 -0.97  -0.2462
95 H 7.71 -0.77 -0.99  0.3828
96 H 6.44 -1.70 -1.80  0.3260
97 H 6.58 -1.74 -0.04  0.3073
98 H 6.82 1.89 -2.28  0.3914
99 H 5.12 2.38 -2.23  0.2737
100 H 5.60 0.98 -3.19  0.3112
101 H 7.02 1.39 0.86  0.5570
102 H 5.61 0.74 1.68  0.3634
103 H 5.52 2.30 0.84  0.3392

The HOMO-LUMO gap is 5.65 eV. The value obtained for the calculated total energy is -226647.365 eV. The net charge is +1.

---

DFT (ωB97M-V/def2-TZVPD) results for C38H54F3N4O8SbV as an isolated structure.

Last column: Löwdin spin population.
Atoms and positions in Å:
1 V -0.25 0.38 1.35  2.7670
2 C 1.78 -2.21 5.66  0.0002
3 N 0.77 -1.44 4.96  0.0021
4 C 0.10 -0.40 5.73  0.0003
5 C 0.49 -1.58 3.65  0.0061
6 O -0.40 -0.93 3.11  0.0222
7 C 1.34 -2.57 2.83  0.0013
8 O 0.91 -2.69 1.51  0.0059
9 C -0.25 -3.45 1.33  0.0022
10 C -1.44 -2.57 0.93  0.0123
11 O -1.27 -1.42 0.56  0.0186
12 N -2.66 -3.14 0.98  0.0078
13 C -3.82 -2.34 0.63  0.0009
14 C -2.84 -4.58 1.12  0.0007
15 H 1.34 -3.03 6.23  0.0001
16 H 2.31 -1.55 6.35  0.0000
17 H 2.53 -2.61 4.98  0.0000
18 H -0.50 -0.85 6.52  0.0001
19 H -0.53 0.18 5.07  0.0000
20 H 0.85 0.26 6.17  0.0000
21 H 1.35 -3.55 3.33  0.0001
22 H 2.36 -2.19 2.79  0.0002
23 H -0.49 -4.04 2.22  0.0005
24 H -0.08 -4.15 0.50  0.0005
25 H -3.60 -1.30 0.83  0.0001
26 H -4.66 -2.66 1.24  0.0001
27 H -4.08 -2.45 -0.43  0.0003
28 H -2.39 -4.96 2.04  0.0002
29 H -2.44 -5.13 0.27  0.0003
30 H -3.91 -4.78 1.17  0.0000
31 C 3.39 0.27 3.35  0.0002
32 C 2.67 1.13 2.33  0.0030
33 C 3.70 2.02 1.64  0.0002
34 O 2.05 0.26 1.36  0.0134
35 C 1.59 1.98 3.06  0.0077
36 O 1.96 2.72 3.96  0.0089
37 O 0.39 1.81 2.66  0.0217
38 H 4.08 -0.40 2.84  0.0001
39 H 2.70 -0.30 3.97  0.0000
40 H 3.95 0.92 4.02  0.0000
41 H 4.59 1.43 1.40  0.0000
42 H 3.98 2.84 2.30  0.0000
43 H 3.31 2.43 0.71  0.0001
44 H 1.75 0.84 0.60  0.0029
45 F 0.26 -5.44 -6.25  0.0000
46 C 0.34 -4.41 -5.38  0.0000
47 C -0.56 -4.35 -4.34  0.0000
48 C -0.46 -3.28 -3.46  0.0001
49 C 0.50 -2.28 -3.61  0.0006
50 C 1.38 -2.39 -4.69  0.0001
51 C 1.31 -3.45 -5.58  0.0000
52 Sb 0.53 -0.64 -2.18  0.0047
53 C 0.47 0.81 -3.75  0.0019
54 C -0.74 0.89 -4.43  0.0004
55 C -0.97 1.85 -5.41  0.0000
56 C 0.04 2.74 -5.70  0.0002
57 F -0.17 3.68 -6.64  0.0000
58 C 1.26 2.69 -5.06  0.0000
59 C 1.47 1.72 -4.09  0.0003
60 C 2.63 -0.81 -1.85  -0.0002
61 C 3.16 -2.10 -1.76  -0.0001
62 C 4.50 -2.31 -1.45  0.0000
63 C 5.31 -1.21 -1.24  0.0000
64 F 6.61 -1.41 -0.94  0.0000
65 C 4.83 0.08 -1.31  0.0001
66 C 3.48 0.26 -1.60  -0.0001
67 H -1.31 -5.12 -4.23  0.0000
68 H -1.17 -3.22 -2.64  0.0001
69 H 2.15 -1.64 -4.83  0.0000
70 H 1.99 -3.54 -6.41  0.0000
71 H -1.54 0.19 -4.20  0.0001
72 H -1.91 1.91 -5.94  0.0000
73 H 2.04 3.40 -5.33  0.0000
74 H 2.43 1.68 -3.60  0.0000
75 H 2.53 -2.96 -1.94  0.0000
76 H 4.92 -3.31 -1.38  0.0000
77 H 5.49 0.91 -1.12  0.0000
78 H 3.10 1.27 -1.60  0.0001
79 C -2.56 3.05 2.94  0.0000
80 N -3.42 2.90 1.77  0.0022
81 C -4.68 3.61 1.86  0.0003
82 C -3.20 1.83 0.96  0.0056
83 O -2.35 0.97 1.26  0.0260
84 N -3.95 1.64 -0.17  0.0025
85 C -4.69 2.69 -0.86  0.0003
86 C -3.60 0.51 -1.03  0.0004
87 H -2.49 4.11 3.17  0.0001
88 H -1.55 2.68 2.75  0.0003
89 H -2.98 2.52 3.80  0.0001
90 H -4.66 4.20 2.78  0.0000
91 H -5.53 2.93 1.93  0.0000
92 H -4.85 4.31 1.04  0.0001
93 H -5.56 3.03 -0.31  0.0001
94 H -5.05 2.26 -1.79  0.0000
95 H -4.05 3.54 -1.12  0.0001
96 H -2.89 -0.14 -0.54  0.0002
97 H -3.16 0.87 -1.96  0.0001
98 H -4.51 -0.05 -1.28  0.0001
99 C 1.27 3.78 -0.65  0.0006
100 C 0.06 2.90 -0.33  0.0069
101 C -1.02 3.13 -1.38  0.0009
102 O 0.38 1.53 -0.24  0.0350
103 H 0.97 4.72 -1.12  0.0001
104 H 1.93 3.26 -1.34  0.0001
105 H 1.83 4.03 0.25  0.0000
106 H -0.34 3.23 0.64  0.0008
107 H -0.68 2.81 -2.37  0.0001
108 H -1.30 4.19 -1.44  0.0002
109 H -1.92 2.56 -1.14  0.0001

The HOMO-LUMO gap (spin up / spin down) is 6.19 / 7.60 eV. The value obtained for the calculated total energy is -103002.503 eV. The spin multiplicity is 4. The energy above the lowest of the compared OMol25 structures with the same formula, charge and spin is 0.0 kcal per mole. Its expectation value of S² is 3.7546.